[1]
15
Properties=species:S:1:pos:R:3 method="wB97M-V/def2-TZVPD" e_above_lowest_kj_mol=257.51 lumo_energy_ha=0.0265 energy_ha=-1435.495592 max_force_ev_per_a=4.19 smiles="CC/C(Cl)=N/Cl.P"
C -1.49285 0.02826 -1.68035
C -0.33346 -0.56793 -0.88173
C 0.67871 0.40866 -0.51747
N 0.42488 1.39335 0.22615
P 0.72598 -0.99094 3.22376
Cl 2.14226 0.22520 -1.45458
Cl 1.39356 2.75207 0.39864
H -1.83955 0.66583 -0.92768
H -1.13133 0.51328 -2.66159
H -2.21932 -0.71881 -2.03191
H -0.67883 -0.97496 0.00461
H 0.28097 -1.46719 -1.34566
H 0.52539 -1.22369 1.80592
H -0.23866 -0.03433 3.12167
H 1.76225 -0.00880 2.72022

---

[2]
60
Properties=species:S:1:pos:R:3 method="wB97M-V/def2-TZVPD" total_charge=-1 lumo_energy_ha="0.0774 / 0.0774" energy_ha=-1817.399969 max_force_ev_per_a=3.50 spin_multiplicity=2
C -0.19493 -0.80067 3.88536
O 0.35865 0.34603 3.22014
H -1.22882 -0.45567 3.89759
H -0.13051 -1.69985 3.27264
H 0.19620 -1.06141 4.86879
H 0.12778 1.13498 3.71597
C 3.59866 -2.41926 -0.91037
O 2.42983 -1.99820 -1.54654
H 3.30512 -3.20255 -0.21154
H 4.33424 -2.92191 -1.53837
H 4.07367 -1.61974 -0.34184
H 1.97875 -1.36475 -0.98361
C 0.02466 -0.29002 -0.21182
O 1.24660 -0.30030 0.55919
H 0.11140 -0.20239 -1.29483
H -0.44765 -1.21650 0.11478
H -0.63043 0.50714 0.13959
H 1.01765 -0.00668 1.44404
C -0.36828 -0.02825 -6.03125
N 0.43159 0.25974 -4.77861
O 1.59656 0.50899 -4.94593
O -0.10146 0.29207 -3.63739
H -1.13045 -0.78022 -5.82694
H 0.27094 -0.34340 -6.85599
H -0.65977 0.95592 -6.39804
C 1.75810 2.18797 -1.28664
N 2.64696 3.38727 -1.26618
O 3.27419 3.65869 -0.25502
O 2.79013 3.95678 -2.35202
H 2.36221 1.33021 -1.58228
H 1.04269 2.39801 -2.08173
H 1.16992 2.11946 -0.37151
C 2.81503 2.77457 2.80375
N 3.27920 2.37752 4.19193
O 2.73203 3.07005 5.04911
O 4.17288 1.57922 4.35085
H 3.12142 1.93988 2.17324
H 3.24720 3.73068 2.50847
H 1.76390 3.01107 2.63850
C -2.17164 -2.70197 -2.24305
N -1.92523 -3.82335 -3.23469
O -1.78317 -4.97269 -2.80487
O -1.97364 -3.46940 -4.42730
H -3.19134 -2.32907 -2.33919
H -1.46157 -1.93146 -2.54342
H -1.96167 -3.06701 -1.23769
C -2.67813 1.89435 2.07696
N -2.10880 2.64403 0.95820
O -2.71342 2.48269 -0.12025
O -0.99452 3.18501 1.06305
H -3.42005 1.15968 1.76403
H -3.14043 2.56356 2.80258
H -1.83348 1.33695 2.48187
C -3.65848 -2.03656 2.55665
N -3.53495 -1.84492 1.12521
O -2.68171 -1.08880 0.75743
O -4.20222 -2.57332 0.46107
H -3.95106 -1.08295 2.99614
H -2.68858 -2.28276 2.98882
H -4.31176 -2.87648 2.79299

---

[3]
46
Properties=species:S:1:pos:R:3 method="wB97M-V/def2-TZVPD" e_above_lowest_kj_mol=312.03 lumo_energy_ha=-0.0081 energy_ha=-1413.143477 max_force_ev_per_a=4.07 smiles="CN[C@H](C=O)CCS.O.O.O.O.O.O.O.O.O"
C -1.23378 2.69895 -0.47047
N 0.07707 2.26090 0.10904
C 0.49656 0.86736 -0.28798
C 1.98910 0.71120 -0.10884
C 2.39058 -0.62162 0.53099
S 2.73139 -1.79512 -0.82944
C -0.41238 -0.15762 0.28516
O -1.63079 -0.16806 0.46206
H -1.35855 3.74853 -0.26797
H -1.29800 2.39497 -1.50009
H -2.07489 2.17028 -0.05522
H 0.08150 2.33442 1.08866
H 0.25048 0.78190 -1.47656
H 2.43191 1.50942 0.59300
H 2.64572 0.84528 -1.02071
H 1.66821 -1.13464 1.20475
H 3.37913 -0.42314 1.08086
H 1.92055 -1.38979 -1.74319
H 0.08815 -1.16512 0.56342
H -0.13473 -2.73460 1.84951
H 0.75345 -3.38669 0.79977
O -0.12580 -3.48443 1.22253
H -1.27670 -2.90059 -0.02098
H -1.59420 -4.20570 -0.65213
O -1.93394 -3.32487 -0.59079
H 1.85702 3.63806 -0.65557
H 1.77566 2.74371 -2.00036
O 2.33883 3.40025 -1.48392
H 0.62597 2.06375 3.53867
H -0.41856 0.82994 3.21502
O 0.07469 1.66701 2.88270
H -1.03797 -1.39679 -2.69723
H -2.01741 -0.44206 -2.05452
O -1.25464 -0.45561 -2.67529
H -4.25779 0.33427 -0.85911
H -2.82701 0.44255 -0.51115
O -3.45606 0.65832 -1.22860
H -2.55371 0.25144 4.24951
H -2.36649 -0.52145 2.85754
O -1.97825 -0.02148 3.56687
H -0.17250 -1.27364 2.73313
H 1.06926 -0.97027 3.64676
O 0.72140 -1.45536 2.86876
H 0.13000 0.71486 -4.37324
H -0.70672 2.01787 -4.15598
O 0.03946 1.50613 -3.86201

---

[4]
22
Properties=species:S:1:pos:R:3 method="wB97M-V/def2-TZVPD" e_above_lowest_kj_mol=139.81 lumo_energy_ha=0.0347 energy_ha=-597.864104 max_force_ev_per_a=4.26 smiles="C=C[Si@H](N)NC(C)C"
C 2.34102 -2.06708 1.66240
C 1.81106 -2.23796 0.46409
C -1.94533 1.36607 -0.52188
C 0.26052 2.17984 0.38963
C -0.97685 1.27251 0.66022
N 0.68955 -0.78836 -1.75442
N -0.73699 -0.10818 1.06909
Si 0.20771 -1.48436 -0.16170
H 3.28629 -2.56838 1.97329
H 1.79279 -1.54768 2.47333
H 2.51692 -2.50101 -0.35488
H -1.51835 2.06607 -1.22052
H -1.89835 0.39912 -1.02390
H -2.92533 1.56831 -0.41312
H -0.01515 3.36794 0.31307
H 0.71330 1.94907 -0.56974
H 1.02705 1.85376 1.11523
H -1.41261 1.72515 1.48481
H -0.15880 -0.87660 -2.28827
H 1.06687 0.10488 -1.98221
H -0.27219 -0.12220 1.99807
H -0.75347 -2.48911 -0.40399

---

[5]
71
Properties=species:S:1:pos:R:3 method="wB97M-V/def2-TZVPD" total_charge=+1 e_above_lowest_kj_mol=0.00 lumo_energy_ha="-0.0893 / -0.0848" energy_ha=-4957.372149 max_force_ev_per_a=3.03
Sc 0.09069 -0.28315 0.91013
C -0.65059 -2.26232 2.23406
C 0.73786 -2.36766 1.84457
C 0.54947 -0.59980 3.33263
C -0.74943 -1.19700 3.17814
C 1.48350 -1.33192 2.52632
C -1.75101 -3.23090 1.93529
H -1.53982 -3.81759 1.02604
H -2.72814 -2.72270 1.83371
H -1.84424 -3.93936 2.77889
C -1.82830 -1.08378 4.20622
H -2.80855 -1.35996 3.79248
H -1.88772 -0.07361 4.63834
H -1.62218 -1.77912 5.04451
C 0.89486 0.32119 4.45175
H 0.89849 -0.23793 5.40278
H 0.16584 1.13851 4.56472
H 1.89026 0.76275 4.31255
C 2.97192 -1.22476 2.61180
H 3.36172 -1.87046 3.42063
H 3.29270 -0.19654 2.84004
H 3.44785 -1.54314 1.67308
C 1.36130 -3.56614 1.22720
H 1.85920 -4.18753 1.99535
H 2.13827 -3.29219 0.50464
H 0.62199 -4.21470 0.74245
C -1.74439 0.77620 -3.58679
C -2.05600 -0.50289 -3.33981
C -1.13582 -1.67326 -3.59500
C 0.41136 -1.43202 -3.54550
C 0.93100 -0.45376 -2.52334
C 1.06988 0.86705 -2.73098
C 0.60270 1.66082 -3.92748
C -0.69444 1.14291 -4.58362
H -1.32620 -2.06827 -4.61667
H 0.77779 -1.18653 -4.56448
H -1.38611 -2.47102 -2.86048
H -0.47268 0.29787 -5.27140
H -2.41422 1.56890 -3.22408
H -3.11988 -0.70663 -3.08650
H -1.10281 1.92543 -5.25329
H 0.44937 2.71674 -3.62086
H 1.76276 1.42416 -2.09841
H 1.36576 1.68643 -4.73603
H 0.87709 -2.41318 -3.34956
H 1.32949 -0.87532 -1.58261
P -1.90112 1.29571 -0.30095
P 1.54276 1.84442 0.43998
C -0.93404 2.70148 -0.98189
C 0.40640 3.12601 -0.29413
H -1.60562 3.57035 -0.85413
H -0.81124 2.58596 -2.06884
H 0.99551 3.70965 -1.02492
H 0.16297 3.79033 0.56497
C 2.30212 2.84901 1.76735
H 2.85624 2.12845 2.38801
H 1.53775 3.36548 2.36031
H 3.01091 3.56720 1.31821
C 3.20869 1.43534 -0.26848
H 3.63109 2.35682 -0.71292
H 3.23432 0.61694 -1.00910
H 3.83977 1.11221 0.58728
C -3.68907 1.38665 -0.48643
H -4.15581 0.50208 -0.02155
H -3.94555 1.38880 -1.55603
H -4.04977 2.30146 0.01842
C -1.56344 -0.51597 -0.60258
H -1.24968 -1.38519 0.08692
H -0.91337 -0.54591 -1.49477
H -2.58229 -0.87935 -0.79623
Br -1.80814 1.56828 2.01006

---

[6]
51
Properties=species:S:1:pos:R:3 method="wB97M-V/def2-TZVPD" total_charge=-1 e_above_lowest_kj_mol=529.45 lumo_energy_ha=-0.0080 energy_ha=-2539.533588 max_force_ev_per_a=5.12
Na -9.46150 -2.18425 -13.91570
N -4.77200 -1.50455 -16.63301
O -4.65790 -0.29410 -16.47708
O -5.91476 -1.98160 -16.60916
O -3.72095 -2.11964 -16.55335
N -12.66884 -1.45631 -9.33580
O -11.76046 -1.89479 -10.05706
O -13.85548 -1.81865 -9.43401
O -12.25132 -0.61360 -8.46849
C -15.79700 -6.51534 -14.41294
C -15.89041 -4.99287 -14.37485
O -15.83496 -4.40408 -15.70593
C -14.75994 -4.36356 -16.49775
O -13.62699 -4.60949 -16.09544
C -15.00169 -4.01737 -17.96303
F -16.31260 -4.19615 -18.29038
F -14.60813 -2.70981 -18.18067
F -14.28193 -4.73698 -18.82301
H -15.51938 -6.93467 -13.44589
H -15.11339 -6.83685 -15.19870
H -16.76379 -6.97619 -14.61555
H -15.07950 -4.62878 -13.74400
H -16.87729 -4.65993 -14.05344
C -10.08071 1.24329 -20.77489
C -10.04571 1.32565 -19.18672
O -10.86694 2.28090 -18.69011
C -11.44976 2.11321 -17.44541
O -11.29820 1.09711 -16.77630
C -12.35958 3.31255 -17.01348
F -11.79862 4.05183 -16.04469
F -12.66614 4.22180 -18.03424
F -13.49222 2.80293 -16.59048
H -10.86722 0.59522 -21.16153
H -9.09079 0.85713 -21.01790
H -10.24469 2.18379 -21.30090
H -9.05893 1.50180 -18.75855
H -10.31218 0.32243 -18.85410
C -6.07889 -8.35628 -17.09997
C -7.28830 -8.81086 -16.23538
O -6.98402 -9.03713 -14.87836
C -7.12941 -8.05699 -13.90079
O -7.57293 -6.96498 -14.11596
C -6.56805 -8.49578 -12.55280
F -5.27222 -8.47534 -12.56158
F -6.92048 -7.73311 -11.54618
F -7.06811 -9.62333 -12.29611
H -5.64701 -7.44122 -16.69469
H -6.36840 -8.28210 -18.14819
H -5.29260 -9.11096 -17.11753
H -7.55042 -9.81202 -16.57753
H -8.11889 -8.12915 -16.41842

---

[7]
62
Properties=species:S:1:pos:R:3 method="wB97M-V/def2-TZVPD" total_charge=-1 lumo_energy_ha="0.0989 / 0.1002" energy_ha=-1554.777992 max_force_ev_per_a=13.45 spin_multiplicity=2
Hg -0.19680 0.19986 0.07379
O 1.21937 -0.83174 0.97014
C 1.84834 -0.17806 1.78798
C 2.02207 1.15192 1.06377
O 3.08382 1.73634 0.99543
O 1.11462 1.52874 0.52193
C 3.21839 -0.85170 2.05828
C 4.21652 -0.21831 2.83931
C 5.45214 -0.82778 3.07513
C 5.73091 -2.08098 2.53879
C 4.77627 -2.72640 1.75872
C 3.53864 -2.12409 1.51671
C 1.03179 0.07445 3.07731
C -0.16098 -0.63312 3.37609
C -0.87950 -0.37950 4.54842
C -0.43965 0.58793 5.44753
C 0.71686 1.31197 5.17299
C 1.44240 1.06423 4.00462
H 0.86107 -1.92372 1.22550
H 4.07532 0.75373 3.26771
H 6.19820 -0.32171 3.67457
H 6.68900 -2.54966 2.72252
H 4.99548 -3.69860 1.33570
H 2.84934 -2.67570 0.89668
H -0.56203 -1.39125 2.72343
H -1.78420 -0.93570 4.75840
H -1.00025 0.78316 6.35291
H 1.05086 2.07485 5.86495
H 2.30867 1.67637 3.83253
C -0.45473 5.07323 -2.11423
C -1.56441 4.36871 -1.35258
C -1.13631 3.04116 -0.89591
N -0.79992 1.99129 -0.53401
H -0.78961 6.06065 -2.44743
H -0.15508 4.49920 -2.99781
H 0.43233 5.20863 -1.48589
H -2.44450 4.27244 -1.99776
H -1.85959 4.97897 -0.49209
C -3.39434 0.09286 -5.58966
C -2.87095 -0.52968 -4.32786
C -2.31197 -1.80887 -4.33921
C -1.82246 -2.39226 -3.16020
C -1.21323 -3.77103 -3.24413
C -1.87961 -1.67402 -1.93346
C -1.31305 -2.31603 -0.70993
O -0.68422 -1.70299 0.14280
C -2.48407 -0.38070 -1.92490
C -2.73245 0.43611 -0.68079
C -2.95843 0.17098 -3.12492
H -3.26326 -0.58018 -6.46359
H -2.85061 1.03971 -5.79160
H -4.47683 0.31280 -5.47588
H -2.25400 -2.35313 -5.27454
H -1.22841 -4.17028 -4.28061
H -1.78247 -4.47766 -2.60511
H -0.15542 -3.73480 -2.90808
H -1.37246 -3.39223 -0.59703
H -2.46196 -0.08314 0.25576
H -3.81990 0.64789 -0.59941
H -2.19184 1.40411 -0.74604
H -3.42030 1.15259 -3.11989
H -1.70264 0.02019 -0.66587

---

[8]
12
Properties=species:S:1:pos:R:3 method="wB97M-V/def2-TZVPD" total_charge=+1 e_above_lowest_kj_mol=534.23 lumo_energy_ha="-0.3175 / -0.2414" energy_ha=-173.379265 max_force_ev_per_a=4.78
C 1.75124 -0.40104 0.30501
C 1.17994 -0.15180 -1.01901
C -2.48200 0.07155 0.38283
N 0.73982 0.49939 0.14130
H 1.44186 -1.39882 0.79409
H 2.69927 -0.00162 0.56819
H 1.67927 0.42821 -1.92928
H 0.51159 -0.76143 -1.50804
H -2.75675 -0.79476 -0.20673
H -2.88297 0.09993 1.39534
H -2.22273 0.97687 -0.28177
H 0.95347 1.45847 0.18215

---

[9]
14
Properties=species:S:1:pos:R:3 method="wB97M-V/def2-TZVPD" e_above_lowest_kj_mol=132.68 lumo_energy_ha=0.0302 energy_ha=-361.830322 max_force_ev_per_a=0.40 smiles="NC(=O)C[C@H]1CO1"
N 1.82918 0.64966 1.46657
C 0.53259 0.41571 1.11560
O -0.39766 1.03653 1.59808
C 0.33657 -0.69605 0.09453
C -1.04960 -0.65523 -0.50018
C -1.39146 0.31712 -1.53158
O -1.15236 -1.04619 -1.86246
H 2.01677 1.40284 2.11016
H 2.60318 0.19993 1.00641
H 0.51004 -1.66093 0.58855
H 1.07200 -0.61661 -0.71521
H -1.85209 -1.02335 0.13762
H -0.63469 1.02466 -1.87245
H -2.42246 0.65191 -1.63563

---

[10]
61
Properties=species:S:1:pos:R:3 method="wB97M-V/def2-TZVPD" e_above_lowest_kj_mol=44.89 lumo_energy_ha=-0.0534 energy_ha=-4700.095969 max_force_ev_per_a=1.06
Pb 0.04587 0.54791 0.48222
C -2.40747 0.97494 4.10665
C -1.19688 0.09339 4.37922
S -0.73754 -1.08272 3.07319
C -2.22271 -2.11290 2.81556
C -3.36888 -1.55967 1.96784
S -2.85344 -0.72668 0.41949
C -3.82199 0.82024 0.45068
C -3.89660 1.59037 1.75962
S -2.28051 1.92112 2.54460
H -2.47410 1.70534 4.91358
H -3.32562 0.38954 4.09252
H -1.33576 -0.46936 5.30402
H -0.29850 0.70812 4.46020
H -2.60044 -2.39042 3.80131
H -1.81379 -3.00471 2.33848
H -3.97509 -0.84907 2.52047
H -4.00337 -2.39766 1.67718
H -4.83082 0.58338 0.10889
H -3.32268 1.42987 -0.30300
H -4.54050 1.10687 2.49350
H -4.32626 2.56709 1.53670
S -0.88644 2.87586 -0.64840
S -0.23906 4.33538 0.64804
S 1.59994 3.73125 1.32101
S 1.29014 2.05864 2.44902
O -0.69486 -4.80969 -5.75024
N -0.31576 -3.65896 -5.63611
O -0.10411 -2.92983 -6.58536
C -0.08708 -3.16236 -4.28419
C 0.07407 -4.11455 -3.33208
C 0.29092 -3.77403 -1.97813
C 0.45182 -4.76548 -0.99277
C 0.65308 -4.38822 0.30622
C 0.69160 -3.02084 0.60147
N 0.52876 -2.07303 -0.29765
C 0.33316 -2.41980 -1.58215
C 0.17657 -1.38983 -2.59429
N 0.24755 -0.09710 -2.20741
C 0.16359 0.85154 -3.11870
C -0.06866 0.58677 -4.46752
C -0.18602 -0.71246 -4.88374
C -0.02871 -1.75903 -3.95104
H 0.04174 -5.15644 -3.61631
H 0.41735 -5.80786 -1.28388
H 0.77953 -5.11836 1.09337
H 0.87170 -2.68979 1.61792
H 0.26161 1.87048 -2.75965
H -0.15758 1.40055 -5.17302
H -0.38496 -0.93680 -5.91595
Cl 5.33891 0.41424 -2.89286
C 4.64409 0.19494 -1.32767
C 5.43506 -0.13451 -0.24106
C 4.81818 -0.30271 0.98797
C 3.44554 -0.14312 1.07610
N 2.69194 0.18327 0.02924
C 3.27727 0.35248 -1.14977
H 6.50472 -0.24482 -0.35505
H 5.39814 -0.54590 1.86688
H 2.92810 -0.25957 2.01950
H 2.64434 0.63037 -1.98060

---

[11]
14
Properties=species:S:1:pos:R:3 method="wB97M-V/def2-TZVPD" e_above_lowest_kj_mol=442.09 lumo_energy_ha=0.0296 energy_ha=-307.544046 max_force_ev_per_a=0.42
C -1.77646 0.49602 -0.02162
C 0.06297 -2.15438 0.40814
O -0.61605 0.40575 -0.82741
C 0.54732 0.90078 -0.21136
C 1.48316 -0.24782 0.13539
O 0.75955 -1.19494 0.94757
H -1.63650 0.00426 0.94950
H -2.57664 -0.01385 -0.56227
H -2.06384 1.54490 0.14168
H 0.28487 -2.12304 -0.69532
H 1.06153 1.57244 -0.91074
H 0.30436 1.47365 0.69360
H 2.33892 0.09597 0.72336
H 1.82683 -0.75975 -0.77052